Entry 1:
ORCA calculation (ωB97M-V with the def2-TZVPD basis set) on a single C19H20F2N4O2 molecule in a non-equilibrium geometry.

Geometry as XYZ:
```
47
Properties=species:S:1:pos:R:3:nbo_charge:R:1
C -2.3273 4.5206 -3.7598 -0.280
H 0.2283 -2.7268 4.9604 0.219
H -1.3781 4.9856 -4.0740 0.235
H 0.2018 2.7306 -3.6601 0.196
H 1.0332 -1.2767 4.3754 0.218
C -4.5930 3.3447 -2.8256 -0.269
H 3.2150 -0.2427 2.2819 0.216
N -0.4283 -0.4947 -2.0094 -0.499
H 0.0381 -3.8043 2.9941 0.210
F -5.9516 4.1043 -4.5965 -0.313
H -1.0841 1.5416 -3.1937 0.243
C 1.0274 -2.3693 4.2949 -0.439
C 0.1825 -2.2633 -0.6309 -0.076
H -5.3752 2.8956 -2.3163 0.228
H 1.6083 1.8831 -1.6957 0.405
C 0.5790 -2.8556 2.9344 -0.403
F -3.4218 5.4128 -5.6711 -0.321
C 2.4626 -2.8635 4.4929 0.076
C -4.6986 4.0806 -4.0102 0.334
C 1.9016 -1.7466 1.2261 0.114
H 0.0469 -3.2546 -0.2146 0.205
H 3.2256 -2.2158 4.9861 0.185
H 1.8576 -3.9097 1.5232 0.236
C 1.4366 -0.2686 -0.3926 0.279
C -3.4562 3.2002 -2.1313 -0.185
C 2.5794 -0.5781 1.3975 -0.080
H 3.7049 -4.5793 3.7118 0.493
N 2.3312 0.2887 0.3679 -0.489
C -0.5957 -1.7671 -1.6153 -0.029
N 0.7655 1.4091 -2.0472 -0.591
C -0.9917 3.2798 -1.9380 -0.425
C -2.2394 3.7366 -2.6516 -0.008
O 3.9270 -3.9621 2.9867 -0.699
O 2.3730 -4.2021 5.1401 -0.765
H 1.6461 -4.2356 5.7670 0.488
C 3.0744 -2.9145 3.1031 0.091
H -0.0343 -2.0538 2.5522 0.221
N 1.1390 -1.5464 -0.0122 -0.320
H -3.5328 2.5355 -1.2732 0.218
H -1.2095 2.7007 -0.9465 0.214
C 0.5849 0.1631 -1.5216 0.402
C -0.2814 2.2039 -2.7758 -0.208
H -1.2268 -2.5047 -2.0260 0.206
C -3.4683 4.6305 -4.5181 0.340
C 1.8667 -3.0236 2.1331 -0.264
H -0.3549 4.0424 -1.6840 0.210
H 3.6124 -2.0304 2.9625 0.180
```

Calculated values
energy above the lowest of the compared OMol25 structures with the same formula, charge and spin = 252.5 kJ/mol
LUMO level = 0.0206 Eh
calculated total energy = -35515.309 eV
SMILES string = O[C@@H]1[C@H](O)CC[C@H]1c1cnc2c(NCCc3ccc(F)c(F)c3)nccn12
frontier orbital gap = 8.40 eV

---

Entry 2:
ORCA calculation (ωB97M-V with the def2-TZVPD basis set) on C15H14N2SYb as an isolated structure in a non-equilibrium geometry.

Geometry as XYZ:
```
33
Properties=species:S:1:pos:R:3:nbo_charge:R:1
C 4.2933 0.5117 2.6181 -0.499
H -2.5153 0.4584 -2.6536 0.260
H 5.1974 0.7281 3.3041 0.098
H 0.4723 -1.3843 0.0696 0.432
C -2.0198 2.6009 0.8619 -0.220
H -4.3555 2.4364 0.7635 0.260
C 3.2942 1.7045 2.2796 -0.365
C 1.7618 -0.0262 0.7754 0.260
C -2.2671 -3.0366 -2.7942 -0.678
C -3.3389 0.3970 0.1163 -0.222
H -3.0431 -2.7817 -3.6061 0.248
C -1.9541 -0.3244 -0.0973 0.174
C -3.3829 1.8699 0.6055 -0.174
H -1.9846 3.6889 1.1887 0.250
H -4.3191 -0.1656 -0.0872 0.264
H 4.7454 -1.7686 2.2351 0.267
H -2.5800 -3.8939 -2.1141 0.253
H -1.7084 -0.6068 -3.9475 0.245
N 0.6477 -0.3697 -0.1031 -0.569
H 2.6585 -2.2594 0.7430 0.272
H 3.3961 2.7756 2.6574 0.243
C 2.7719 -1.1936 1.1277 -0.214
N -1.9577 -1.7142 -0.5987 -0.514
C 2.0826 1.3814 1.3694 -0.151
H -1.2837 -3.2371 -3.3664 0.238
H -0.6965 0.0464 -2.5584 0.235
C -0.6746 1.8704 0.6476 -0.197
S 0.9153 2.7670 0.9671 0.340
C -0.5843 0.4031 0.1679 0.066
C -1.9962 -1.6857 -1.9400 0.398
C 4.0268 -0.9068 2.0299 -0.154
Yb 6.1376 2.0755 2.1581 1.879
C -1.7392 -0.3605 -2.8193 -0.728
```

Calculated values
charge = +2
LUMO level = -0.3433 Eh
calculated total energy = -61100.772 eV
frontier orbital gap = 3.49 eV